Entry 1:
Below is 4 unconnected molecules or ions with the total composition C36H54BrF3N4O11PS5 at a distorted geometry, with properties calculated with wB97M-V/def2-TZVPD.

```
! RIJCOSX wB97M-V def2-TZVPD def2/J DEFGRID3
* xyz -1 1
Br -3.54 3.31 -0.83
S -4.49 -7.75 2.14
S -4.63 -4.13 1.05
S 2.06 5.84 -3.72
S -3.03 1.15 2.60
S 4.85 -1.83 -3.07
P -1.59 2.15 -1.03
F -2.69 9.25 0.45
F -4.36 8.73 -0.92
F -4.24 7.81 1.09
O 2.10 6.30 -2.35
O -4.19 -7.52 0.75
O 0.93 5.14 -4.27
O 1.53 0.45 -1.66
O -1.26 7.10 -0.37
O -1.29 -4.19 1.91
O 3.54 -1.76 -3.67
O 5.20 -2.86 -2.11
O -3.92 -6.95 3.20
O -0.53 2.95 -2.06
O 2.19 1.72 0.07
N 2.77 -1.87 2.72
N 3.29 -3.86 1.46
N -0.80 2.23 0.56
N 4.26 -1.80 0.74
C -6.26 -7.80 2.36
C 1.84 -2.15 0.34
C 5.24 -0.24 -2.36
C -1.60 0.20 1.98
C 1.45 0.79 -0.47
C -3.47 8.20 0.02
C 2.47 7.21 -4.79
C -3.08 3.85 3.35
C 3.55 4.89 -4.03
C -2.46 -1.88 3.37
C 0.66 -1.32 0.94
C 6.09 -1.80 -4.36
C -2.66 5.25 3.23
C -2.66 7.01 -0.59
C 6.69 0.00 -2.77
C -5.40 -9.88 3.36
C -3.95 -1.97 2.83
C -0.11 -3.44 2.30
C -4.20 -9.47 2.52
C 3.02 -2.40 1.38
C -0.30 -1.95 1.88
C -1.42 3.16 1.47
C 4.35 5.68 -5.07
C -0.57 5.92 -0.84
C -0.93 -5.46 1.33
C 6.79 -0.44 -4.24
C 3.99 7.16 -4.90
C -1.62 5.57 2.25
C 0.45 0.08 0.55
C -2.45 2.86 2.46
C -4.09 -2.36 1.31
C 0.07 5.07 0.34
C -1.45 -1.19 2.42
C -6.62 -9.26 2.69
C -0.69 0.88 1.06
C -0.99 4.57 1.37
H 3.48 -2.20 3.38
H -6.75 -7.46 1.45
H 5.61 -1.92 -5.32
H 4.58 0.50 -2.81
H -0.35 2.39 -2.84
H 2.25 -1.67 -0.58
H -5.29 -9.49 4.38
H -7.50 -9.31 3.32
H -2.14 -2.90 3.72
H 4.09 4.79 -3.10
H -5.48 -10.97 3.43
H -5.96 -4.04 0.67
H 4.45 7.54 -3.98
H 6.78 -2.62 -4.18
H 0.80 -3.93 1.88
H -3.10 6.04 -0.22
H 2.11 8.14 -4.36
H -1.21 5.30 -1.52
H 1.48 -3.18 0.03
H 2.79 -0.85 2.64
H -4.50 -1.03 3.11
H -3.20 -2.13 0.67
H 3.51 -4.20 0.52
H -2.86 7.01 -1.71
H 5.42 5.50 -4.96
H 6.98 1.05 -2.64
H -4.45 -2.78 3.42
H 5.10 -0.26 -1.28
H -0.08 -3.46 3.43
H 6.29 0.29 -4.87
H -2.50 -1.25 4.31
H -3.17 5.99 3.89
H -0.33 -5.23 0.40
H -1.30 6.64 2.18
H 4.16 -4.02 1.99
H -6.52 -7.13 3.19
H 0.30 6.29 -1.46
H 2.00 7.03 -5.76
H -4.94 -1.74 0.90
H -0.32 -6.02 2.10
H -3.25 -9.58 3.04
H 7.36 -0.61 -2.16
H 4.36 7.76 -5.73
H 3.27 3.90 -4.40
H -6.84 -9.79 1.76
H -4.18 -10.02 1.57
H -1.86 -6.02 1.04
H 0.61 4.22 -0.17
H -3.87 3.50 4.06
H 7.83 -0.50 -4.57
H 4.07 5.35 -6.08
H 0.78 5.74 0.88
H 4.65 -1.08 1.34
H 4.96 -2.53 0.60
*
```

## Properties
calculated total energy = -7656.727404 a.u.
molecular weight = 1047.1 g mol⁻¹
gap between HOMO and LUMO = 0.237 Ha
HOMO energy = -4.7 eV

Entry 2:
Below is a molecular structure, C36H54CuFP3Si at a distorted geometry, with properties calculated with wB97M-V/def2-TZVPD.

```
! RIJCOSX wB97M-V def2-TZVPD def2/J DEFGRID3
* xyz 0 2
Cu -0.10 -0.44 -0.13
P -0.19 -2.01 1.63
P -2.34 0.32 -0.34
P 2.18 0.30 -0.54
Si -0.11 1.32 1.46
F -1.82 -0.46 2.12
C 0.61 -1.04 2.97
C 1.87 -0.94 5.05
C 1.18 3.89 1.16
C -4.99 -0.83 0.03
C -2.06 3.16 2.57
C 2.23 -3.87 2.00
C 1.40 1.07 3.84
C 2.25 2.04 0.04
C -3.33 3.72 2.65
C -3.36 -1.91 -1.61
C -2.68 1.19 -1.99
C 3.49 1.11 -3.03
C 0.79 -3.97 -0.08
C 4.24 -1.63 -0.69
C 1.98 0.43 4.92
C -4.08 2.22 0.92
C 1.28 -3.10 1.08
C 3.95 -0.36 1.49
C -4.10 1.42 -2.50
C 3.28 4.23 0.06
C 1.20 2.53 0.84
C 0.99 1.00 -2.94
C -1.79 2.14 1.67
C -0.80 -4.55 2.94
C -3.53 -1.11 -0.32
C 2.20 4.74 0.77
C 2.29 0.40 -2.41
C 0.69 0.35 2.87
C -1.92 2.52 -1.97
C 3.87 -0.29 -0.04
C -2.15 -2.58 3.64
C -4.33 3.25 1.82
C 3.30 2.90 -0.30
C -2.81 1.66 0.83
C -1.37 -3.21 2.48
C 1.20 -1.67 4.07
H 0.94 2.07 -2.69
H -5.52 -1.78 0.15
H -3.12 -1.71 0.49
H -4.67 0.50 -2.60
H -4.88 1.86 0.29
H 2.17 5.79 1.04
H 3.43 2.18 -2.84
H -4.05 1.88 -3.49
H 4.15 2.52 -0.86
H 2.32 -0.66 -2.70
H 0.11 0.52 -2.49
H -1.47 -2.11 4.36
H -5.50 -0.25 -0.74
H -4.65 2.10 -1.85
H 5.24 -1.93 -0.38
H -1.63 -5.19 3.25
H 2.51 1.01 5.67
H -2.08 -3.44 1.68
H 0.24 -4.85 0.27
H 3.47 0.96 -4.11
H -2.85 -1.82 3.30
H -2.71 -3.36 4.17
H -2.18 0.53 -2.71
H -0.14 -4.44 3.81
H 4.44 0.73 -2.65
H -5.32 3.68 1.88
H 3.73 0.61 1.93
H -1.77 2.90 -2.99
H 0.11 -3.40 -0.73
H -3.84 -1.44 -2.47
H 1.13 -2.74 4.18
H 3.23 -1.08 1.89
H 4.10 4.88 -0.22
H 3.54 -2.41 -0.40
H 2.69 -3.21 2.74
H 2.30 -1.45 5.90
H -0.94 2.42 -1.50
H 3.03 -4.30 1.39
H 0.35 4.28 1.74
H 4.95 -0.67 1.80
H 1.74 -4.69 2.53
H 4.23 -1.55 -1.78
H -3.79 -2.90 -1.49
H 0.92 0.90 -4.02
H -2.48 3.27 -1.41
H -1.28 3.51 3.24
H -2.29 -2.03 -1.84
H 1.87 -2.30 0.63
H 1.49 2.15 3.74
H -0.26 -5.08 2.16
H 4.59 0.46 -0.39
H -3.53 4.51 3.36
H -5.06 -0.29 0.98
H 1.62 -4.33 -0.68
*
```

## Properties
ΔE to the lowest compared entry with this formula, charge and spin = 135.5 kJ/mol
calculated total energy = -4458.092406 a.u.
molecular weight = 690.4 g mol⁻¹
gap between HOMO and LUMO (spin up / spin down) = 0.235 / 0.267 Ha
⟨S²⟩ = 0.75
HOMO energy (spin up / spin down) = -5.8 / -7.5 eV

Entry 3:
Below is a molecular structure, C36H54F6KN5O4S2Sb at a distorted geometry, with properties calculated with wB97M-V/def2-TZVPD.

```
! RIJCOSX wB97M-V def2-TZVPD def2/J DEFGRID3
* xyz -1 1
Sb -1.21 1.83 1.86
K 1.03 -0.54 -0.62
S 3.63 -0.20 1.57
S 3.93 -2.36 -0.07
F 4.36 1.82 3.01
F 4.92 -4.73 0.56
F 3.50 -3.96 2.00
F 5.99 0.49 2.51
F 5.50 -3.15 1.92
F 5.21 1.84 1.01
O 2.49 -2.42 -0.03
O 4.63 -2.72 -1.27
O 2.54 0.58 1.02
O 3.37 -0.95 2.77
N 0.52 -1.55 -3.08
N 0.18 1.45 -2.25
N 4.46 -0.97 0.47
N -1.80 -2.15 -1.11
N 2.99 -0.12 -2.48
C 4.02 0.71 -2.34
C -1.11 -2.97 -0.12
C 1.77 -1.87 -3.72
C -2.74 -4.92 0.05
C -0.19 3.53 2.83
C -1.68 -2.65 -2.49
C -4.03 1.67 0.75
C 1.09 1.58 -4.45
C 1.69 2.79 -4.15
C -3.64 3.90 1.80
C 0.77 2.61 -1.97
C -3.16 -1.81 -0.76
C -3.00 2.78 0.98
C -2.58 3.32 -0.39
C 4.88 1.06 2.05
C 0.37 0.91 -3.46
C -4.23 -2.14 -1.51
C -4.11 -2.85 -2.75
C 3.93 -0.87 -4.53
C -0.39 -5.09 0.96
C -0.32 -2.80 -3.01
C 5.01 -0.03 -4.36
C 1.22 3.04 3.15
C -0.83 4.08 4.11
C -2.80 -3.01 -3.20
C 1.55 3.31 -2.87
C 4.50 -3.62 1.19
C 5.06 0.79 -3.24
C -0.81 0.42 4.51
C -0.07 4.68 1.82
C -1.29 -4.49 -0.12
C -2.48 -0.65 3.04
C -3.13 1.35 4.37
C -0.21 -0.46 -3.72
C 2.93 -0.90 -3.56
C -2.00 0.70 3.58
H -2.11 2.54 -0.99
H -0.45 1.32 5.01
H -2.76 -1.30 3.88
H -3.14 -4.55 1.00
H -0.84 3.35 4.92
H -4.45 4.35 1.22
H -1.71 -1.16 2.47
H 0.60 2.99 -0.96
H -3.63 0.84 0.17
H 1.20 1.13 -5.43
H 2.11 -2.83 -3.32
H 1.23 2.22 3.87
H -5.20 -1.82 -1.14
H 2.01 4.24 -2.57
H 5.89 1.46 -3.07
H -3.26 -1.26 0.17
H 1.64 -2.02 -4.81
H 4.02 1.32 -1.44
H -2.88 2.35 4.73
H -2.61 -3.40 -4.20
H -0.28 -0.61 -4.81
H 5.80 -0.01 -5.10
H -1.23 -0.50 -3.33
H -0.24 4.94 4.46
H -3.37 -4.54 -0.75
H -0.95 -4.86 -1.10
H -1.12 -0.29 5.28
H -1.89 4.17 -0.32
H 0.03 -0.03 3.97
H 1.81 3.86 3.57
H 0.61 5.43 2.22
H -0.42 -6.18 0.93
H -4.96 -3.09 -3.36
H -4.87 2.08 0.17
H 3.85 -1.52 -5.40
H -2.82 -6.01 0.06
H -1.03 5.16 1.63
H -4.08 3.53 2.73
H -4.44 1.28 1.68
H -1.41 -2.59 0.87
H 0.32 -3.47 -2.41
H 2.28 3.32 -4.89
H 1.73 2.68 2.25
H -2.94 4.69 2.05
H -4.04 1.42 3.77
H -3.47 3.66 -0.92
H 0.33 4.34 0.86
H -0.04 -2.77 -0.22
H 0.65 -4.77 0.83
H -3.36 -0.56 2.40
H -0.72 -4.77 1.95
H -3.37 0.73 5.24
H -0.39 -3.25 -4.02
H -1.85 4.43 3.95
*
```

## Properties
ΔE to the lowest compared entry with this formula, charge and spin = 167.7 kJ/mol
calculated total energy = -4214.691753 a.u.
molecular weight = 959.8 g mol⁻¹
gap between HOMO and LUMO = 0.132 Ha
HOMO energy = -1.6 eV

Entry 4:
Below is a molecular structure, C36H55EuN4OP2 at a distorted geometry, with properties calculated with wB97M-V/def2-TZVPD.

```
! RIJCOSX wB97M-V def2-TZVPD def2/J DEFGRID3
* xyz 1 8
Eu -0.33 0.53 0.66
P -0.61 -2.28 1.65
P 0.51 2.05 -1.80
O 2.40 1.49 3.65
N -1.24 3.10 2.45
N -1.82 2.39 1.43
N 1.71 -0.77 0.44
N -0.57 -0.74 -1.51
C 3.43 -2.10 -0.95
C 0.71 0.68 -3.03
C -2.15 3.72 3.22
C -0.78 3.29 -4.04
C -2.22 2.13 -2.37
C -1.86 -2.13 -3.54
C 3.27 -3.11 -1.92
C -1.15 4.33 -1.77
C -4.17 1.95 0.69
C -1.57 -2.24 0.19
C 5.68 -3.38 -2.01
C -1.11 -2.26 4.42
C 5.85 -2.32 -1.11
C 1.63 1.30 2.82
C -2.10 -2.45 -2.22
C 2.14 2.99 -1.76
C -1.78 4.50 4.41
C -0.31 -0.45 -2.79
C 4.73 -1.68 -0.57
C -3.39 3.45 2.65
C -1.91 -2.17 3.11
C -0.40 -5.11 2.19
C -0.89 -1.16 -3.85
C 4.39 -3.78 -2.41
C 3.31 1.99 -1.62
C 0.38 -3.94 1.60
C 0.68 -4.29 0.13
C 1.68 -3.64 2.38
C 2.33 3.81 -3.04
C -3.16 2.59 1.57
C -2.99 -3.26 3.06
C 2.32 -1.48 -0.30
C -2.61 -0.81 3.02
C -1.38 -1.81 -1.18
C -0.97 3.01 -2.54
C 2.13 3.91 -0.52
H -2.06 4.83 -2.15
H -0.31 5.02 -1.91
H 3.07 4.48 -0.50
H -2.41 -2.61 -4.34
H -0.33 -1.48 4.47
H -1.68 3.82 -4.39
H 6.55 -3.89 -2.42
H -0.79 4.23 4.79
H -2.51 -2.79 0.33
H -2.51 4.31 5.21
H 2.27 -3.36 -2.27
H 1.36 -5.16 0.10
H 2.24 3.20 -3.94
H -1.79 5.58 4.21
H -0.23 3.11 2.58
H -3.13 -0.67 2.06
H 1.30 4.63 -0.53
H -3.38 -0.75 3.81
H -2.38 1.82 -1.32
H 1.16 -3.47 -0.40
H 4.84 -0.86 0.14
H 2.22 -2.79 1.94
H -3.92 0.90 0.44
H 6.85 -1.97 -0.82
H 4.24 2.56 -1.46
H 2.07 3.34 0.42
H -0.61 -5.00 3.26
H -0.24 -4.57 -0.40
H 1.72 0.26 -2.89
H 3.18 1.31 -0.77
H -2.18 1.23 -3.00
H -1.79 -2.11 5.27
H -1.34 -5.28 1.64
H -3.67 -3.09 3.91
H -4.32 2.51 -0.24
H -3.11 2.71 -2.67
H 4.27 -4.59 -3.13
H 1.64 4.66 -3.09
H 0.21 -6.02 2.07
H 0.09 3.92 -4.24
H -1.93 0.04 3.18
H -2.85 -3.19 -1.93
H 3.45 1.39 -2.53
H 2.34 -4.52 2.35
H -3.60 -3.20 2.15
H -4.35 3.79 3.00
H -0.62 -3.23 4.56
H -0.70 2.37 -4.63
H -5.14 1.93 1.21
H 0.68 1.05 -4.07
H -0.60 -0.91 -4.88
H -2.60 -4.28 3.16
H -1.30 4.15 -0.69
H 3.35 4.23 -3.03
H 1.47 -3.40 3.43
*
```

## Properties
ΔE to the lowest compared entry with this formula, charge and spin = 0.0 kJ/mol
calculated total energy = -3091.883129 a.u.
molecular weight = 773.8 g mol⁻¹
gap between HOMO and LUMO (spin up / spin down) = 0.216 / 0.218 Ha
⟨S²⟩ = 15.76
HOMO energy (spin up / spin down) = -8.4 / -8.4 eV